Molecular formula: C4H6Cl2O
Method: DFT, wB97M-V/def2-TZVPD

Output
- SMILES string: OC/C(=C/Cl)CCl
- Net charge: 0
- Molecular weight: 141.0 g mol⁻¹
- Orbital gap: 10.319 eV

```
13
Properties=species:S:1:pos:R:3:forces:R:3:lowdin_charge:R:1
Cl -1.3055 -2.3768 -0.2528 0.80 0.52 -0.13 0.531
C 1.8055 0.1718 -0.2439 -2.34 -3.89 2.42 -0.495
H -0.8938 -0.6653 1.3815 1.60 -2.45 -0.95 0.112
O -1.7213 1.2526 0.5111 7.73 -3.39 0.46 -0.065
H 2.0967 0.9481 -0.7791 1.33 3.74 -1.98 0.006
Cl 3.1645 -0.8965 0.0852 -0.87 0.22 -0.02 0.598
H -0.9328 0.4420 -1.5811 0.22 1.30 3.05 0.164
H -2.4958 1.6212 0.2884 -3.97 2.08 -2.53 -0.003
H 0.5544 -1.9220 1.2132 0.22 -0.55 0.32 0.037
C 0.5030 -0.0438 0.0360 -1.35 -1.51 -0.77 -0.308
H -0.0313 1.8596 -0.8333 -0.62 0.07 0.50 0.097
C -0.5735 0.9579 -0.5092 -1.32 -1.00 -1.62 -0.131
C -0.1702 -1.3487 0.6840 -1.42 4.86 1.27 -0.543
```
Positions in Å, forces in eV/Å.